Entry 1:
Density functional theory data (ωB97M-V with the def2-TZVPD basis set) for a molecular structure, C17H30NO2P2SeV at a distorted geometry.

Geometry as ORCA input:
```
! wB97M-V def2-TZVPD RIJCOSX def2/J DEFGRID3
* xyz 1 2
C 0.97 -0.96 -3.89
C 0.98 -0.51 -2.57
N -0.14 -0.48 -1.83
C -1.31 -0.80 -2.40
C -1.40 -1.18 -3.75
C -0.23 -1.30 -4.49
C 2.24 0.04 -1.97
P 2.21 0.22 -0.09
V 0.04 0.32 0.22
P -2.33 0.26 -0.09
C -2.60 -0.70 -1.61
O 2.26 2.93 -3.02
O -0.65 2.84 -2.30
H 1.93 -0.98 -4.42
H -2.36 -1.40 -4.19
H -0.24 -1.58 -5.53
C 2.99 -1.32 0.35
C 3.40 1.53 0.22
H -3.41 -0.22 -2.19
H -2.97 -1.71 -1.32
H 2.48 1.02 -2.44
H 3.10 -0.56 -2.20
C -3.39 -0.52 1.14
C -3.14 1.85 -0.50
H -0.04 2.52 -1.58
H -0.49 3.83 -2.10
H 1.38 2.84 -2.66
H 2.29 2.48 -3.88
H -0.26 -0.94 0.78
H -1.04 1.26 -0.40
H 4.01 -1.28 -0.08
H 3.03 -1.49 1.41
H 2.45 -2.14 -0.13
H 4.42 1.14 0.04
H 3.22 2.37 -0.46
H 3.32 1.88 1.26
H -4.14 1.66 -0.90
H -3.15 2.45 0.42
H -2.55 2.40 -1.25
H -4.43 -0.51 0.81
H -3.08 -1.55 1.33
H -3.31 0.03 2.09
Se -0.24 1.33 2.41
C -0.10 -0.17 3.62
C -1.25 -0.61 4.31
C -1.14 -1.66 5.22
C 0.10 -2.25 5.48
C 1.24 -1.80 4.80
C 1.15 -0.76 3.88
H -2.21 -0.12 4.10
H -2.04 -2.00 5.74
H 0.17 -3.06 6.22
H 2.21 -2.27 5.01
H 2.04 -0.39 3.36
*
```

**ΔE to the lowest compared entry with this formula, charge and spin**: 0.0 kJ/mol
**Electronic energy**: -4898.846396 Ha
**Expectation value of S²**: 0.789
**LUMO level (alpha / beta)**: -3.71 / -3.48 eV
**Orbital gap (alpha / beta)**: 7.0 / 7.3 eV

Mulliken atomic charge list, values in e, 5 entries: C -0.8956; C 0.5868; N 0.2873; C 0.5476; C -0.8323


Entry 2:
Density functional theory data (ωB97M-V with the def2-TZVPD basis set) for a molecular structure, C17H31BFHfNO13S2 at a distorted geometry.

Geometry as ORCA input:
```
! wB97M-V def2-TZVPD RIJCOSX def2/J DEFGRID3
* xyz 2 1
Hf -2.37 3.86 -1.66
B -5.57 3.85 -2.39
H -5.09 4.74 -2.78
H -4.97 2.99 -2.63
H -5.48 3.93 -1.32
H -6.59 3.77 -2.74
C 1.03 -0.87 -2.30
C 0.30 0.45 -2.27
O -0.69 0.67 -2.88
O 0.55 1.43 -1.56
H 1.76 -0.87 -3.11
H 0.32 -1.69 -2.44
H 1.59 -0.94 -1.37
C 3.89 -0.18 2.18
C 4.27 -1.47 2.07
C 3.59 -2.47 2.76
C 2.58 -2.10 3.71
C 2.18 -0.77 3.76
C 2.87 0.25 3.08
N 1.89 -3.18 4.51
O 1.98 -4.33 4.20
O 1.14 -2.84 5.38
H 4.28 0.69 1.68
H 5.12 -1.79 1.49
H 3.99 -3.47 2.81
H 1.41 -0.51 4.47
H 2.58 1.28 3.21
O 2.11 8.68 -2.16
S 2.29 7.42 -1.41
O 1.21 6.48 -1.32
O 3.63 6.56 -1.88
C 4.75 7.17 -2.03
C 6.02 6.32 -1.66
C 2.95 7.98 0.21
H 4.93 8.13 -1.55
H 4.91 7.50 -3.05
H 6.01 5.72 -0.75
H 6.80 7.07 -1.54
H 6.35 5.61 -2.42
H 3.20 7.00 0.62
H 2.16 8.47 0.78
H 3.78 8.67 0.12
O -3.51 -2.23 -0.10
S -4.44 -1.19 0.42
O -4.19 0.23 0.14
O -5.80 -1.62 -0.27
C -5.97 -2.93 -0.84
C -7.40 -3.16 -1.28
C -4.89 -1.49 2.21
H -5.73 -3.70 -0.11
H -5.48 -3.06 -1.80
H -7.69 -4.15 -1.62
H -7.63 -2.51 -2.12
H -8.00 -2.89 -0.41
H -5.01 -2.57 2.16
H -5.86 -1.02 2.38
H -4.11 -1.12 2.88
C 0.57 -6.60 0.13
C 0.12 -7.97 0.47
O 1.01 -8.85 -0.14
C 2.09 -8.21 -0.46
O 3.14 -8.72 -0.86
O 1.89 -6.83 -0.26
F -1.06 -8.01 -0.12
H 0.26 -6.02 1.00
H 0.01 -6.39 -0.78
H 0.01 -8.19 1.54
*
```

**Electronic energy**: -2666.906087 Ha
**LUMO level**: -12.96 eV
**Orbital gap**: 1.5 eV

Mulliken atomic charge list, values in e, 5 entries: Hf 1.3172; B 0.3983; H -0.1915; H -0.2705; H -0.1523


Entry 3:
Density functional theory data (ωB97M-V with the def2-TZVPD basis set) for a molecular structure, C17H31BeF5P2 at a distorted geometry.

Geometry as ORCA input:
```
! wB97M-V def2-TZVPD RIJCOSX def2/J DEFGRID3
* xyz 0 1
P 0.28 -1.62 1.64
P 0.09 1.40 1.71
C -0.01 -0.77 0.02
C 0.53 0.65 0.06
H -1.10 -0.77 -0.15
H 0.48 -1.37 -0.76
H 1.63 0.70 -0.03
H 0.09 1.28 -0.73
C -1.53 2.13 1.30
H -1.83 2.83 2.09
H -2.29 1.34 1.22
H -1.45 2.66 0.34
C 1.15 2.87 1.82
H 1.07 3.44 0.88
H 2.19 2.56 1.98
H 0.82 3.50 2.66
C -0.76 -3.10 1.51
H -0.47 -3.78 2.32
H -0.60 -3.59 0.54
H -1.81 -2.81 1.62
C 1.96 -2.29 1.36
H 2.71 -1.49 1.37
H 1.97 -2.79 0.38
H 2.20 -3.02 2.14
Be -0.10 -0.26 3.33
C 0.70 1.59 -3.89
C -0.60 1.66 -3.62
C -1.69 0.85 -4.27
C -1.24 -0.47 -4.94
C -0.57 -1.45 -4.03
C 0.72 -1.54 -3.71
C 1.83 -0.69 -4.26
C 1.41 0.68 -4.85
C 0.23 -1.58 4.46
H 1.39 2.31 -3.42
H -0.97 2.45 -2.94
H -2.19 1.47 -5.04
H -2.46 0.61 -3.52
H -2.18 -0.97 -5.26
H -0.68 -0.25 -5.86
H -1.28 -2.19 -3.63
H 1.07 -2.37 -3.07
H 2.36 -1.25 -5.05
H 2.58 -0.50 -3.47
H 2.35 1.20 -5.10
H 0.88 0.53 -5.80
H 0.95 -1.20 5.20
H 0.68 -2.52 4.07
H -0.68 -1.89 5.01
F -2.36 0.59 4.15
C -1.06 0.93 4.49
F -0.89 2.29 4.14
C -0.93 0.97 6.04
F -1.32 -0.18 6.63
F 0.38 1.23 6.36
F -1.67 1.98 6.58
*
```

**ΔE to the lowest compared entry with this formula, charge and spin**: 9.2 kJ/mol
**Electronic energy**: -1863.076797 Ha
**LUMO level**: 0.32 eV
**Orbital gap**: 7.2 eV

Mulliken atomic charge list, values in e, 5 entries: P 1.1897; P 0.9551; C -0.6317; C -0.6179; H 0.3755


Entry 4:
Density functional theory data (ωB97M-V with the def2-TZVPD basis set) for a molecular structure, C17H31Cl3O2P2Pd at a distorted geometry.

Geometry as ORCA input:
```
! wB97M-V def2-TZVPD RIJCOSX def2/J DEFGRID3
* xyz 0 3
P 1.06 1.62 -1.57
P 1.51 -1.01 2.25
C 0.18 0.61 -0.20
C 0.54 0.25 1.28
H -0.62 -0.14 -0.40
H -0.58 1.39 -0.05
H 0.87 1.20 1.72
H -0.45 0.03 1.76
C 1.25 -2.72 1.89
H 2.18 -3.29 2.00
H 0.93 -2.87 0.85
H 0.49 -3.11 2.59
C 1.15 -0.71 3.96
H 0.32 -1.38 4.23
H 0.86 0.34 4.09
H 2.02 -0.91 4.59
C 0.50 1.44 -3.29
H 1.20 1.99 -3.93
H -0.51 1.87 -3.41
H 0.47 0.41 -3.67
C 0.50 3.30 -1.16
H 0.68 3.53 -0.11
H -0.58 3.39 -1.37
H 1.02 4.02 -1.80
Pd -0.56 -1.25 -1.93
C -2.45 -1.06 0.67
C -1.77 -1.95 -0.15
C -2.48 -2.72 -1.24
C -2.92 -1.78 -2.39
C -2.17 -0.46 -2.50
C -2.37 0.64 -1.65
C -3.56 0.75 -0.75
C -3.72 -0.38 0.31
C 2.80 1.28 -1.47
H -2.16 -0.89 1.70
H -0.85 -2.39 0.26
H -3.33 -3.29 -0.84
H -1.71 -3.40 -1.65
H -2.70 -2.30 -3.33
H -3.97 -1.51 -2.31
H -1.59 -0.32 -3.44
H -1.80 1.57 -1.79
H -4.50 0.84 -1.33
H -3.47 1.70 -0.20
H -4.10 0.12 1.22
H -4.50 -1.09 -0.01
H 2.98 0.71 -0.54
H 3.41 2.19 -1.44
H 3.06 0.65 -2.34
Cl 4.11 1.13 4.39
C 4.23 1.29 2.60
Cl 2.80 2.24 2.00
Cl 5.69 2.16 2.08
C 4.28 -0.18 2.07
O 5.29 -0.75 1.83
O 3.06 -0.83 1.94
*
```

**ΔE to the lowest compared entry with this formula, charge and spin**: 261.3 kJ/mol
**Electronic energy**: -3007.594407 Ha
**Expectation value of S²**: 2.009
**LUMO level (alpha / beta)**: 0.10 / -0.02 eV
**Orbital gap (alpha / beta)**: 4.3 / 6.5 eV

Mulliken atomic charge list, values in e, 5 entries: P 1.5505; P 1.4838; C 1.5221; C -0.5886; H -2.3979


Entry 5:
Density functional theory data (ωB97M-V with the def2-TZVPD basis set) for a molecular structure, C17H31Cl3O2P2Sn at a distorted geometry.

Geometry as ORCA input:
```
! wB97M-V def2-TZVPD RIJCOSX def2/J DEFGRID3
* xyz 2 1
P -0.08 -1.73 -2.53
P 0.24 1.57 -2.40
C -0.34 -0.68 -4.05
C 0.38 0.67 -4.02
H -1.44 -0.56 -4.16
H 0.02 -1.30 -4.88
H 1.46 0.56 -4.23
H -0.05 1.36 -4.75
C -1.43 2.27 -2.63
H -1.66 2.96 -1.80
H -2.19 1.48 -2.67
H -1.42 2.82 -3.58
C 1.38 2.95 -2.66
H 1.02 3.53 -3.52
H 2.38 2.55 -2.86
H 1.41 3.58 -1.76
C -1.19 -3.11 -2.90
H -1.18 -3.82 -2.06
H -0.84 -3.59 -3.82
H -2.20 -2.72 -3.04
C 1.62 -2.32 -2.86
H 2.33 -1.48 -2.89
H 1.61 -2.82 -3.83
H 1.93 -3.02 -2.08
Sn -1.58 -0.45 4.60
C 0.95 1.50 0.76
C -0.31 1.47 0.25
C -1.12 0.28 -0.21
C -1.27 -1.00 0.65
C -0.29 -2.05 0.14
C 1.06 -1.87 0.23
C 1.77 -0.67 -0.27
C 1.99 0.44 0.79
C 0.09 -1.71 5.29
H 1.24 2.44 1.25
H -0.88 2.40 0.31
H -0.67 -0.11 -1.16
H -2.12 0.63 -0.50
H -1.18 -0.77 1.73
H -2.29 -1.39 0.49
H -0.68 -3.06 -0.03
H 1.69 -2.67 0.64
H 1.23 -0.19 -1.13
H 2.74 -0.99 -0.69
H 2.13 -0.02 1.78
H 2.96 0.93 0.56
H 0.82 -1.11 5.84
H 0.57 -2.18 4.43
H -0.35 -2.46 5.95
Cl -1.68 2.96 8.07
C -1.65 1.91 6.70
Cl -1.66 0.17 7.30
Cl -3.06 2.16 5.61
C -0.35 2.08 5.78
O 0.47 2.94 6.04
O -0.32 1.23 4.77
*
```

**ΔE to the lowest compared entry with this formula, charge and spin**: 163.9 kJ/mol
**Electronic energy**: -3093.643770 Ha
**LUMO level (alpha / beta)**: -9.28 / -9.50 eV
**Orbital gap (alpha / beta)**: 3.5 / 3.3 eV

Mulliken atomic charge list, values in e, 5 entries: P 1.1485; P 1.3341; C -1.1169; C -1.2030; H 0.4744


Entry 6:
Density functional theory data (ωB97M-V with the def2-TZVPD basis set) for a molecular structure, C17H31ClN10O9P2Sr.

Geometry as ORCA input:
```
! wB97M-V def2-TZVPD RIJCOSX def2/J DEFGRID3
* xyz -2 1
Sr -1.28 -0.28 -1.72
C -2.63 -1.02 4.14
N -3.31 -0.67 2.89
C -4.16 -1.76 2.43
C -2.46 -0.16 1.90
N -2.20 -0.67 0.77
N -1.89 1.06 2.28
C -0.91 1.74 1.58
N -0.36 2.77 2.37
N -0.58 1.45 0.39
H -3.39 -1.22 4.90
H -2.00 -0.20 4.49
H -2.01 -1.92 4.02
H -4.90 -1.95 3.21
H -3.59 -2.67 2.24
H -4.68 -1.46 1.52
H -2.61 -1.59 0.61
H -2.34 1.55 3.02
H -0.07 2.45 3.28
H 0.39 3.24 1.89
H 0.26 1.94 0.09
O -3.12 -1.44 -5.81
P -2.52 -1.36 -4.30
O -1.02 -1.19 -4.30
O -3.22 -0.26 -3.55
O -2.86 -2.82 -3.78
P -2.45 -3.36 -2.17
O -0.81 -2.92 -2.23
O -2.99 -2.26 -1.25
O -1.50 -3.68 1.96
H -3.38 -0.54 -6.05
H -0.55 -2.67 -3.13
O 1.94 2.93 -2.68
C 0.93 2.22 -2.58
O 0.83 1.08 -2.05
C -0.37 2.80 -3.15
C -0.32 3.85 -4.07
C -1.50 4.32 -4.61
C -2.70 3.74 -4.22
C -2.66 2.71 -3.30
N -1.52 2.25 -2.76
H 0.65 4.24 -4.32
H -1.49 5.13 -5.33
H -3.64 4.06 -4.62
H -3.56 2.20 -2.99
C 2.74 1.03 0.75
N 2.19 -0.31 0.99
C 2.81 -1.22 0.03
N 4.28 -1.25 0.16
C 4.77 0.12 -0.06
N 4.20 1.08 0.89
C 4.53 0.63 2.24
N 4.04 -0.71 2.53
C 2.58 -0.72 2.35
C 4.60 -1.64 1.54
H 2.30 1.72 1.47
H 2.47 1.34 -0.27
H 2.56 -0.87 -0.98
H 2.42 -2.23 0.18
H 4.50 0.43 -1.07
H 5.86 0.12 0.05
H 4.10 1.32 2.97
H 5.62 0.63 2.36
H 2.13 -0.03 3.07
H 2.21 -1.73 2.57
H 4.20 -2.63 1.74
H 5.69 -1.66 1.66
Cl 1.89 -3.95 3.87
C -0.40 -3.20 1.97
H 0.43 -3.61 1.37
H -0.15 -2.32 2.58
*
```

**ΔE to the lowest compared entry with this formula, charge and spin**: 86.4 kJ/mol
**Electronic energy**: -3065.248189 Ha
**LUMO level**: 4.12 eV
**Orbital gap**: 7.0 eV

Mulliken atomic charge list, values in e, 5 entries: Sr 1.5825; C -0.9871; N 0.0154; C -0.9685; C -0.4096


Entry 7:
Density functional theory data (ωB97M-V with the def2-TZVPD basis set) for a molecular structure, C17H31F3IrO2P2 at a distorted geometry.

Geometry as ORCA input:
```
! wB97M-V def2-TZVPD RIJCOSX def2/J DEFGRID3
* xyz 2 6
P 0.41 2.78 0.51
P 1.29 -2.40 1.26
C -0.05 0.12 0.17
C 0.04 -1.09 1.06
H -0.22 -0.17 -0.91
H -1.02 0.60 0.40
H -0.41 -0.88 2.05
H -0.58 -1.80 0.49
C 1.75 -3.05 -0.30
H 2.43 -3.91 -0.19
H 2.19 -2.29 -0.96
H 0.81 -3.38 -0.73
C 0.76 -3.32 2.64
H 0.40 -4.28 2.25
H -0.10 -2.84 3.15
H 1.51 -3.53 3.41
C 0.60 3.81 -1.03
H 1.11 4.77 -0.90
H -0.39 3.98 -1.49
H 1.18 3.16 -1.74
C -0.95 3.11 1.71
H -0.99 2.29 2.43
H -1.94 3.14 1.26
H -0.87 4.03 2.29
Ir 1.42 1.07 -0.67
C -2.08 -1.61 -0.84
C -1.14 -1.59 -1.82
C -1.41 -1.01 -3.14
C -1.89 0.46 -3.13
C -1.52 1.31 -1.96
C -2.32 1.43 -0.88
C -3.52 0.55 -0.63
C -3.41 -0.95 -0.89
C 1.85 2.59 1.52
H -2.05 -2.39 -0.06
H -0.27 -2.25 -1.78
H -2.17 -1.63 -3.65
H -0.52 -1.08 -3.78
H -1.42 0.94 -4.00
H -2.97 0.47 -3.35
H -0.69 1.97 -2.11
H -2.32 2.32 -0.26
H -4.39 0.93 -1.20
H -3.84 0.67 0.42
H -3.98 -1.44 -0.07
H -4.00 -1.23 -1.77
H 1.66 1.89 2.34
H 1.94 3.65 1.84
H 2.80 2.31 1.03
F 4.85 0.33 2.55
C 4.73 -0.91 2.03
F 5.85 -1.28 1.38
F 4.55 -1.76 3.08
C 3.48 -0.88 1.06
O 3.19 -0.08 0.15
O 2.61 -1.65 1.76
*
```

**ΔE to the lowest compared entry with this formula, charge and spin**: 309.1 kJ/mol
**Electronic energy**: -1902.468268 Ha
**Expectation value of S²**: 8.764
**LUMO level (alpha / beta)**: -7.10 / -8.45 eV
**Orbital gap (alpha / beta)**: 5.0 / 6.1 eV

Mulliken atomic charge list, values in e, 5 entries: P 0.5479; P 1.0649; C 0.2130; C 0.3762; H -1.1234


Entry 8:
Density functional theory data (ωB97M-V with the def2-TZVPD basis set) for a molecular structure, C17H31F3O2P2Zn at a distorted geometry.

Geometry as ORCA input:
```
! wB97M-V def2-TZVPD RIJCOSX def2/J DEFGRID3
* xyz 0 1
P -0.68 1.47 -2.09
P 2.21 -0.61 -1.01
C 1.01 1.20 -2.88
C 1.66 -0.18 -2.70
H 1.66 2.02 -2.53
H 0.88 1.43 -3.96
H 0.94 -0.91 -3.08
H 2.55 -0.20 -3.35
C 3.86 0.16 -0.93
H 4.35 -0.13 0.00
H 3.77 1.25 -0.95
H 4.45 -0.17 -1.78
C 2.39 -2.39 -0.82
H 3.30 -2.75 -1.33
H 1.56 -2.95 -1.25
H 2.49 -2.67 0.23
C -0.96 3.31 -2.13
H -1.99 3.57 -1.81
H -0.85 3.64 -3.18
H -0.24 3.86 -1.51
C -1.68 1.15 -3.64
H -1.39 0.19 -4.09
H -1.49 1.94 -4.37
H -2.76 1.14 -3.42
Zn -1.96 -1.94 3.24
C 1.32 0.34 0.20
C 0.75 1.71 -0.11
C -0.31 2.16 0.88
C -1.76 1.65 0.57
C -2.00 1.02 -0.80
C -1.33 -0.17 -1.40
C -0.71 -1.18 -0.41
C 0.16 -0.58 0.73
C -3.48 -1.58 2.16
H 2.07 0.39 1.03
H 1.56 2.42 -0.36
H -0.35 3.27 0.81
H -0.07 1.91 1.94
H -2.14 0.96 1.34
H -2.44 2.53 0.64
H -3.04 1.15 -1.15
H -1.92 -0.76 -2.11
H -0.17 -1.96 -1.00
H -1.52 -1.76 0.08
H -0.47 0.02 1.41
H 0.51 -1.39 1.40
H -4.21 -2.41 2.05
H -3.28 -1.15 1.17
H -3.99 -0.80 2.74
F 0.61 -2.07 6.99
C 1.00 -2.54 5.79
F 2.15 -1.92 5.45
F 1.29 -3.86 5.94
C -0.12 -2.34 4.73
O 0.11 -1.74 3.63
O -1.29 -2.74 5.01
*
```

**ΔE to the lowest compared entry with this formula, charge and spin**: 104.6 kJ/mol
**Electronic energy**: -3578.293901 Ha
**LUMO level**: 0.13 eV
**Orbital gap**: 5.6 eV

Mulliken atomic charge list, values in e, 5 entries: P 2.1660; P 1.1408; C -1.4630; C -1.1154; H 0.4380